This record from OMol25 describes a single C6H9N molecule. The level of theory is ωB97M-V/def2-TZVPD.

```
16
Properties=species:S:1:pos:R:3
C 0.66527 -1.88684 0.13913
N 0.87496 -1.60373 -1.08373
C 0.09689 -0.39129 -1.40024
C -0.19369 0.23637 -0.04326
C -0.29632 -0.97337 0.86479
C -0.88694 1.53131 0.22376
C 0.60696 1.42768 0.39472
H 1.15329 -2.74297 0.60576
H -0.82076 -0.69746 -1.92660
H 0.66981 0.25582 -2.07347
H -0.06067 -0.78460 1.91564
H -1.30251 -1.41731 0.82295
H -1.48872 1.58893 1.12764
H -1.27162 2.11282 -0.60975
H 1.23072 1.90647 -0.35645
H 1.02331 1.43817 1.39911
```

Output
LUMO, eV: 1.057
Frontier orbital gap, eV: 10.81
HOMO energy, eV: -9.75
Energy relative to the best compared isomer or geometry (same formula, charge and spin), kJ/mol: 136.8
SMILES: C1=NCC2(C1)CC2
Calculated total energy, eV: -7856.7415



This record from OMol25 describes 5 unconnected molecules or ions with the total composition C31H61BrCl2N4O6PS. The level of theory is ωB97M-V/def2-TZVPD.

```
107
Properties=species:S:1:pos:R:3
C 1.56110 4.52938 2.28940
C 0.99284 3.39376 3.12905
C 1.05142 2.01340 2.49450
C 0.27875 1.90431 1.17841
C 0.68577 0.57891 0.48181
N 0.16243 0.47695 -0.86970
C 0.44310 0.57224 -2.22353
N 1.61199 0.78609 -2.90672
C 1.32911 0.79904 -4.34206
C 1.23637 2.00559 -4.97368
C 1.00065 2.06743 -6.31899
C 0.83946 0.91805 -7.04770
C 0.89829 -0.29602 -6.40820
C 1.15179 -0.34502 -5.06391
C 3.03293 1.05547 -2.75923
Cl 3.89968 -0.35239 -3.57322
C 3.90893 1.26183 -1.53519
C 4.31521 0.03134 -0.69376
Cl 3.56651 2.73366 -0.60428
N -0.65751 0.39582 -2.92703
C -1.63489 0.13216 -2.07635
P -3.25336 -0.12570 -2.87781
O -3.40708 -1.62596 -3.29405
O -3.07320 0.62571 -4.25207
S -4.79049 0.58264 -1.96194
N -1.16761 0.14108 -0.85558
C -2.02747 -0.17829 0.28391
C -1.81538 -1.60703 0.78175
C -2.56181 -1.85789 2.08971
Br -2.40636 -2.93473 -0.50158
H 1.46690 5.43986 2.87536
H 2.62141 4.42862 2.10980
H 1.01111 4.71388 1.36997
H 1.60181 3.34441 4.02527
H 0.00067 3.68853 3.46474
H 2.08298 1.69384 2.38606
H 0.59860 1.32473 3.20939
H 0.51389 2.71186 0.49886
H -0.76997 1.91188 1.45975
H 0.31109 -0.19025 1.14580
H 1.74819 0.49143 0.61068
H 1.35209 2.91351 -4.39910
H 0.96032 3.03678 -6.78465
H 0.67244 0.96767 -8.10874
H 0.77233 -1.22515 -6.93279
H 1.19983 -1.30480 -4.57417
H 3.28812 1.86807 -3.41865
H 4.85469 1.51597 -1.98974
H 4.23284 0.32195 0.35063
H 5.34299 -0.24536 -0.86357
H 3.62399 -0.79307 -0.81188
H -4.34714 -1.79143 -3.45936
H -3.66309 1.39028 -4.22835
H -3.06854 -0.09741 -0.01236
H -1.88612 0.44064 1.16040
H -0.77060 -1.82516 0.96325
H -2.12420 -2.74417 2.52235
H -3.59179 -2.12346 1.89048
H -2.48977 -1.02527 2.78231
C 2.58010 0.98175 8.02886
C 1.63531 1.65151 7.04463
C 0.39467 0.80474 6.80451
O 2.30984 1.88328 5.80364
H 2.91954 0.01767 7.63988
H 3.46618 1.59630 8.18601
H 2.09643 0.81558 8.99164
H 1.34277 2.62997 7.42571
H 0.66901 -0.16486 6.37812
H -0.27114 1.29552 6.09226
H -0.15385 0.63237 7.73057
H 2.57818 1.02828 5.45199
C -5.62029 -5.68564 -4.14743
C -4.17396 -5.93220 -4.54985
C -3.33258 -6.33596 -3.35097
O -3.62560 -4.75549 -5.14712
H -5.68197 -4.87171 -3.41736
H -6.21304 -5.38927 -5.01264
H -6.06817 -6.57764 -3.70819
H -4.13426 -6.71317 -5.30882
H -3.33087 -5.53540 -2.60491
H -2.29692 -6.50239 -3.64789
H -3.71093 -7.24598 -2.88418
H -3.64804 -4.05280 -4.49039
C -3.62360 -6.61213 4.64617
C -4.14611 -5.22001 4.33107
C -5.41910 -5.28129 3.50177
O -3.14584 -4.47283 3.62761
H -3.38171 -7.14883 3.72463
H -2.70818 -6.55295 5.23495
H -4.35833 -7.19395 5.20282
H -4.33880 -4.68230 5.25942
H -5.23058 -5.77796 2.54572
H -5.77966 -4.27643 3.27810
H -6.20643 -5.82432 4.02448
H -2.96352 -4.93787 2.80339
C 5.81090 6.38216 -0.27564
C 5.68248 6.60718 -1.77287
C 4.27231 7.03642 -2.14900
O 6.02314 5.40993 -2.47127
H 5.13827 5.58724 0.05050
H 6.82302 6.06868 -0.01918
H 5.57555 7.28826 0.28426
H 6.39416 7.36881 -2.09090
H 3.55050 6.25966 -1.87568
H 4.19346 7.18696 -3.22580
H 3.99134 7.96279 -1.64658
H 5.40009 4.72808 -2.19967
```

Output
LUMO, eV: -3.183
Charge: +1
Frontier orbital gap, eV: 8.68
HOMO energy, eV: -11.86
Calculated total energy, eV: -166587.6526



This record from OMol25 describes a single C3H5BrN2S2 molecule. The level of theory is ωB97M-V/def2-TZVPD.

```
13
Properties=species:S:1:pos:R:3
C 1.01597 -0.26969 0.47995
C 1.19388 1.00085 -0.02115
C -1.15914 -0.24789 -0.33672
N -0.27617 -0.72754 0.54043
N 0.19938 1.56694 -0.66488
S -1.02180 -0.53517 -2.04563
S -0.89424 -1.32086 2.09394
Br 0.09280 3.41620 -0.72327
H 1.78873 -0.85191 0.94714
H 2.14939 1.48738 0.14058
H -2.17506 -0.07811 -0.01180
H 0.26837 -0.88937 -2.03762
H -1.18211 -2.55083 1.63905
```

Output
LUMO (spin up / spin down), eV: 0.132 / 0.132
Frontier orbital gap (spin up / spin down), eV: 7.80 / 7.80
HOMO energy (spin up / spin down), eV: -7.67 / -7.67
Energy relative to the best compared isomer or geometry (same formula, charge and spin), kJ/mol: 54.4
Calculated total energy, eV: -97881.4177



This record from OMol25 describes a molecular structure, C16H37NO8P2Si3V. The level of theory is ωB97M-V/def2-TZVPD.

```
68
Properties=species:S:1:pos:R:3
V 0.56032 -0.42218 -0.51359
C 2.93009 -1.45105 3.62563
C 2.99183 -0.12356 2.87311
O 4.00040 0.76761 3.32711
P 1.36033 0.76285 2.91116
O 0.80888 0.58988 4.35557
O 1.71679 2.28348 2.77947
O 0.54111 0.29452 1.76792
P 3.42292 -0.39194 1.12367
O 4.77609 -1.12610 1.15881
O 3.82488 1.17470 0.64355
O 2.41197 -0.89392 0.16573
H 2.72017 -1.25246 4.67662
H 3.87907 -1.98255 3.54727
H 2.14146 -2.09529 3.23181
H 4.60341 0.32426 3.94387
H 0.02441 0.05710 4.55028
H 1.88737 2.79413 3.58752
H 5.15005 -1.56335 0.37342
C 2.96464 2.15876 -0.25415
Si 1.98102 1.27157 -1.68110
C 3.33105 0.58440 -2.77023
C 1.17861 2.77686 -2.43458
C 0.64915 -1.27709 -1.99534
Si 1.50329 -2.94196 -2.54293
C 1.58722 -3.02738 -4.39466
C 0.38594 -4.23123 -1.79525
C 3.21721 -3.09144 -1.81755
Si -0.77003 -0.64891 -3.15002
C -2.03970 -1.97460 -3.40370
C -0.10166 0.03302 -4.73978
C -1.52201 0.75262 -2.11505
C -2.60669 1.53294 -2.48733
C -3.04601 2.55366 -1.65702
C -2.38350 2.77624 -0.45693
C -1.31249 1.97228 -0.12802
N -0.89372 0.98333 -0.93472
H 3.75200 2.80079 -0.64776
H 4.35276 1.64260 1.32845
H 2.36614 2.69618 0.47723
H 3.93948 1.39632 -3.17658
H 2.91108 0.03281 -3.61329
H 3.99813 -0.09855 -2.24165
H 1.94679 3.42470 -2.86425
H 0.60765 3.36055 -1.71089
H 0.50081 2.50628 -3.24528
H 0.60652 -3.04594 -4.87140
H 2.08682 -3.96172 -4.66534
H 2.17079 -2.21450 -4.83049
H -0.63987 -4.16978 -2.16062
H 0.37610 -4.17481 -0.70357
H 0.75874 -5.22455 -2.05861
H 3.86908 -2.26432 -2.10214
H 3.66033 -4.00264 -2.22838
H 3.19692 -3.20381 -0.73277
H -1.64579 -2.81539 -3.97604
H -2.86582 -1.55433 -3.98485
H -2.46266 -2.35729 -2.47367
H 0.16535 -0.76805 -5.42864
H 0.76868 0.67720 -4.61606
H -0.88447 0.62615 -5.22160
H -3.10518 1.34607 -3.43026
H -3.88910 3.16979 -1.94115
H -2.69148 3.56320 0.21699
H -0.76711 2.10689 0.79568
O -1.03509 -1.50020 0.46761
H -1.58809 -1.16600 1.18575
H -1.49281 -2.24688 0.06064
```

Output
LUMO, eV: -9.096
Charge: +3
Frontier orbital gap, eV: 8.23
HOMO energy, eV: -17.33
Energy relative to the best compared isomer or geometry (same formula, charge and spin), kJ/mol: 6.9
Calculated total energy, eV: -102941.3449



This record from OMol25 describes a molecular structure, C40H34N4O3P2S2Zn. The level of theory is ωB97M-V/def2-TZVPD.

```
86
Properties=species:S:1:pos:R:3
Zn -0.43724 0.85816 0.86722
C -3.86069 -1.05068 1.46069
P -2.69777 -0.42355 -0.13023
C -3.97833 0.48662 -0.94351
C -5.13757 -0.11374 -1.34449
C -6.28580 0.65702 -1.66438
C -6.26380 2.04409 -1.61175
C -5.05509 2.65636 -1.35199
C -4.00378 1.89410 -0.96877
C -2.67541 -2.00445 -1.04833
C -2.51029 -3.18386 -0.28246
C -2.48523 -4.40360 -0.90240
C -2.62459 -4.52807 -2.30074
C -2.61830 -3.33157 -3.01795
C -2.67595 -2.06857 -2.43767
C -2.95471 -1.33616 2.57636
C -2.73972 -2.56474 3.30577
C -1.54562 -2.34862 4.02721
C -1.09329 -1.02649 3.81288
C 0.13716 -0.33277 4.19872
P 1.07816 -0.08103 2.59899
C 1.40072 -1.81098 2.24063
C 1.42505 -2.15909 0.87794
C 1.48101 -3.49912 0.54876
C 1.35203 -4.50789 1.52382
C 1.45999 -4.16705 2.86822
C 1.57192 -2.80481 3.20585
C 2.70714 0.63600 3.04794
C 3.75067 0.52501 2.12958
C 5.04131 0.23435 2.64359
C 5.27923 0.28715 4.00710
C 4.27887 0.70137 4.88676
C 2.99271 0.84605 4.36735
N -2.11483 -0.32185 3.09151
H -4.47117 -1.94323 1.20720
H -4.60014 -0.26214 1.69412
H -5.20201 -1.22038 -1.37655
H -7.10395 0.07376 -2.07029
H -7.07371 2.74174 -1.96153
H -4.90814 3.70012 -1.60484
H -3.10162 2.38210 -0.65228
H -2.31431 -3.18098 0.78402
H -2.52048 -5.33479 -0.32635
H -2.57474 -5.47416 -2.79320
H -2.60024 -3.33962 -4.15983
H -2.68951 -1.19683 -3.05960
H -3.32292 -3.45700 3.36430
H -1.08012 -3.09503 4.59398
H 0.69028 -0.90119 4.93401
H -0.10683 0.55330 4.71762
H 1.40184 -1.37257 0.08255
H 1.55675 -3.74624 -0.50777
H 1.20368 -5.53802 1.24478
H 1.56461 -4.99691 3.59510
H 1.62735 -2.55342 4.28636
H 3.60760 0.65853 1.05300
H 5.86556 -0.00107 1.96862
H 6.32750 0.12072 4.33269
H 4.47599 0.86901 5.90231
H 2.19208 1.05198 5.07932
N 3.88616 2.64514 -7.39183
C 3.80752 2.48155 -6.02565
C 4.44488 3.36538 -5.09859
C 4.32973 3.07038 -3.74640
C 3.37293 2.15076 -3.23629
C 2.80363 1.22096 -4.13221
C 2.98963 1.44187 -5.49183
S 2.96994 2.20625 -1.51419
O 3.59525 0.99241 -1.01469
O 3.38090 3.51537 -1.08650
N 1.37212 1.89475 -1.37557
C 0.58664 2.86905 -0.95100
S 0.44073 4.44086 -1.73731
C -0.51153 5.06210 -0.42126
C -0.91317 4.06975 0.39206
N -0.28328 2.84386 0.10299
H 4.35735 3.47535 -7.73128
H 3.74968 1.91085 -8.05498
H 5.02142 4.20872 -5.43910
H 4.85212 3.63079 -2.94338
H 2.38777 0.29032 -3.71210
H 2.53813 0.69724 -6.12001
H -0.74485 6.12492 -0.37824
H -1.58183 4.09611 1.23040
O -2.01250 2.06125 2.90218
C -1.88067 0.93877 2.36483
```

Output
LUMO, eV: 0.152
Frontier orbital gap, eV: 7.64
HOMO energy, eV: -7.49
Energy relative to the best compared isomer or geometry (same formula, charge and spin), kJ/mol: 115.1
Calculated total energy, eV: -142796.9351